DFT (the ωB97M-V functional and the def2-TZVPD basis) results for H12O6Tl as an isolated structure.

XYZ file:
```
19
Properties=species:S:1:pos:R:3:forces:R:3:lowdin_charge:R:1
Tl 0.843 -0.458 -2.004 0.06 -0.04 -0.15 0.978
O 3.691 -1.201 2.151 -0.59 0.11 -0.57 0.147
H 3.716 -0.699 2.966 -0.05 0.41 0.70 0.089
H 4.511 -1.694 2.148 0.69 -0.53 -0.06 0.093
O -0.020 2.966 1.871 0.11 -0.73 -0.36 0.143
H 0.632 3.631 2.091 0.60 0.51 0.23 0.090
H -0.862 3.401 2.008 -0.72 0.30 0.17 0.088
O -4.030 1.227 -1.320 0.67 -0.42 -0.16 0.143
H -4.286 2.125 -1.532 -0.23 0.75 -0.35 0.091
H -4.606 0.978 -0.597 -0.52 -0.29 0.52 0.087
O 5.018 2.677 -1.452 -0.72 -0.41 0.16 0.159
H 5.222 3.611 -1.478 0.09 0.88 -0.01 0.095
H 5.853 2.244 -1.630 0.72 -0.43 -0.16 0.093
O -3.014 -3.638 -3.296 0.55 0.43 0.51 0.170
H -3.058 -4.526 -3.652 0.05 -0.90 -0.25 0.099
H -3.757 -3.183 -3.692 -0.67 0.42 -0.31 0.093
O -1.884 -2.372 2.105 0.22 0.34 -0.74 0.158
H -2.578 -2.075 2.694 -0.68 0.25 0.45 0.093
H -1.392 -3.014 2.616 0.43 -0.64 0.37 0.093
```
Positions in Å, forces in eV/Å.

* relative energy (zero: lowest compared OMol25 entry of this formula, charge and spin): 98.00 kcal/mol
* net charge: +3
* DFT total energy: -629.67735 hartree
* gap between HOMO and LUMO: 1.707 eV
* HOMO energy: -20.04 eV